Entry 1:
Here is 2 unconnected molecules or ions with the total composition C3H7NO2 from the OMol25 dataset. Energies are from the ωB97M-V functional and the def2-TZVPD basis.

```
13
Properties=species:S:1:pos:R:3:nbo_charge:R:1
C -2.05 0.02 0.32 -0.61
C -1.18 -0.91 0.74 0.17
O -1.18 -2.21 0.38 -0.66
C 1.55 0.64 0.03 0.25
O 0.76 0.97 -1.00 -0.72
N 2.80 0.94 -0.32 -0.82
H -1.99 1.03 0.71 0.22
H -2.87 -0.22 -0.36 0.20
H -0.15 0.71 -0.75 0.51
H -0.35 -0.68 1.39 0.21
H -1.91 -2.38 -0.22 0.47
H 3.55 0.76 0.32 0.40
H 3.03 1.33 -1.23 0.38
```

Relative energy (zero: lowest compared OMol25 entry of this formula, charge and spin) (kJ/mol): 288.4
E_HOMO (eV): -8.70
Frontier orbital gap (eV): 9.648
Electronic energy (eV): -8807.5402
2S+1: 1
Net charge: 0
Molecular weight (g mol⁻¹): 89.094

---

Entry 2:
Here is 3 unconnected molecules or ions with the total composition C23H50ClN3O4 from the OMol25 dataset. Energies are from the ωB97M-V functional and the def2-TZVPD basis.

```
81
Properties=species:S:1:pos:R:3:mulliken_charge:R:1
C -1.28 -1.50 -3.01 -0.88
C -0.03 -1.40 -1.94 0.55
C 0.68 0.12 -1.92 -0.97
C 1.10 -2.57 -2.14 -0.88
C 2.16 -2.30 -3.36 -0.12
O 2.30 -3.44 -4.28 -0.31
C 3.24 -4.47 -3.76 0.42
O 2.69 -5.56 -3.20 -0.51
N 4.71 -4.20 -3.95 -0.08
Cl 5.11 -4.97 -5.49 -0.10
C 5.57 -4.83 -2.88 -0.54
C 5.86 -3.81 -1.59 -0.33
C 5.68 -4.65 -0.15 -0.57
C 6.60 -3.99 1.03 -0.34
O 6.22 -4.38 2.40 -0.31
C 5.55 -5.69 2.45 0.22
O 6.13 -6.88 2.57 -0.47
H -1.30 -0.53 -3.69 0.25
H -2.29 -1.61 -2.39 0.09
H -1.23 -2.45 -3.71 0.33
H -0.50 -1.52 -0.86 0.21
H 1.80 -0.03 -1.57 0.23
H 0.11 0.85 -1.19 0.14
H 0.66 0.58 -3.01 0.32
H 1.71 -2.67 -1.12 0.31
H 0.54 -3.61 -2.28 0.37
H 1.90 -1.32 -3.98 0.20
H 3.22 -2.11 -2.87 0.11
H 6.63 -5.05 -3.38 0.36
H 5.17 -5.84 -2.45 0.38
H 5.06 -2.94 -1.52 0.17
H 6.93 -3.33 -1.69 0.33
H 4.53 -4.67 0.06 0.24
H 6.14 -5.73 -0.38 0.36
H 7.74 -4.25 0.88 0.24
H 6.52 -2.81 0.99 0.27
H 4.36 -5.68 2.43 0.30
C -3.47 0.37 0.98 -1.18
C -3.98 1.57 0.18 -0.25
N -4.34 1.26 -1.21 0.23
C -4.57 2.45 -2.03 -0.67
C -5.74 3.35 -1.67 -0.99
C -5.31 0.18 -1.40 -0.73
C -6.68 0.34 -0.74 -1.12
H -2.62 -0.10 0.48 0.08
H -3.15 0.70 1.97 0.40
H -4.25 -0.38 1.12 0.37
H -3.17 2.31 0.17 0.34
H -4.82 2.03 0.72 0.20
H -4.67 2.15 -3.08 0.36
H -3.65 3.06 -2.00 0.41
H -6.70 2.91 -1.97 0.23
H -5.65 4.31 -2.19 0.40
H -5.78 3.57 -0.60 0.26
H -4.87 -0.76 -1.03 0.29
H -5.46 0.00 -2.47 0.47
H -6.61 0.71 0.29 0.25
H -7.18 -0.64 -0.69 0.39
H -7.33 1.00 -1.31 0.28
C 0.75 2.28 2.19 -1.42
C -0.13 3.51 2.27 -0.42
N -1.06 3.51 3.41 0.21
C -2.08 4.56 3.32 -0.45
C -1.61 6.01 3.39 -1.05
C -0.46 3.33 4.73 -0.71
C 0.59 4.34 5.17 -0.96
H 0.16 1.36 2.16 0.26
H 1.36 2.32 1.27 0.42
H 1.45 2.22 3.03 0.33
H -0.72 3.55 1.34 0.49
H 0.50 4.41 2.27 0.24
H -2.84 4.40 4.10 0.43
H -2.63 4.43 2.38 0.09
H -1.34 6.30 4.41 0.22
H -2.42 6.68 3.08 0.44
H -0.76 6.21 2.73 0.26
H -0.01 2.33 4.77 0.38
H -1.26 3.29 5.49 0.37
H 1.30 4.58 4.39 0.25
H 1.16 3.93 6.01 0.36
H 0.13 5.27 5.53 0.28
```

SMILES string: CC(C)CCOC(=O)N(Cl)CCCCOC=O.CCN(CC)CC.CCN(CC)CC
E_HOMO (eV): -8.20
Frontier orbital gap (eV): 7.753
Electronic energy (eV): -49835.5331
2S+1: 1
Net charge: 0
Molecular weight (g mol⁻¹): 468.123

---

Entry 3:
Here is a single C6H9N molecule from the OMol25 dataset. Energies are from the ωB97M-V functional and the def2-TZVPD basis.

```
16
Properties=species:S:1:pos:R:3:nbo_charge:R:1
C 0.20 0.87 0.30 0.04
C 0.70 -0.34 0.45 0.05
C -2.30 -0.99 -1.51 -0.09
C -0.30 -0.25 -0.65 -0.12
C 0.39 2.31 0.45 -0.66
C 1.53 -1.37 1.17 -0.64
N -1.62 -0.62 -0.56 -0.40
H -3.28 -1.28 -1.17 0.18
H -1.83 -1.25 -2.51 0.13
H 0.06 -0.40 -1.63 0.14
H -0.04 2.75 -0.39 0.23
H 1.52 2.59 0.57 0.23
H -0.11 2.78 1.39 0.23
H 2.23 -0.92 1.99 0.22
H 2.07 -1.90 0.46 0.22
H 0.78 -1.99 1.62 0.24
```

Relative energy (zero: lowest compared OMol25 entry of this formula, charge and spin) (kJ/mol): 377.5
SMILES string: C=NC1C(C)=C1C
E_HOMO (eV): -8.85
Frontier orbital gap (eV): 9.874
Electronic energy (eV): -7854.2471
2S+1: 1
Net charge: 0
Molecular weight (g mol⁻¹): 95.145

---

Entry 4:
Here is a single C7H14N2 molecule from the OMol25 dataset. Energies are from the ωB97M-V functional and the def2-TZVPD basis.

```
23
Properties=species:S:1:pos:R:3:nbo_charge:R:1
C 1.80 0.56 0.90 -0.35
C -1.13 0.70 1.43 -0.42
C -0.86 1.75 -0.74 -0.41
C 0.59 -0.56 -1.78 -0.62
N -0.38 0.71 0.18 -0.41
C 1.39 -0.78 0.68 0.25
C 0.02 -0.66 -0.35 -0.03
C -0.97 -1.66 -0.22 -0.34
N 1.66 -1.84 1.30 -0.62
H 1.03 -2.59 0.94 0.33
H 2.26 1.15 0.11 0.20
H 1.96 0.93 1.90 0.21
H -0.69 -0.01 2.13 0.21
H -1.12 1.69 1.88 0.20
H -2.18 0.42 1.27 0.18
H -0.09 1.97 -1.48 0.20
H -1.06 2.66 -0.19 0.21
H -1.77 1.44 -1.26 0.18
H 1.37 0.19 -1.87 0.21
H 1.02 -1.52 -2.04 0.22
H -0.20 -0.33 -2.50 0.21
H -1.13 -2.39 -1.01 0.19
H -1.51 -1.81 0.70 0.19
```

Relative energy (zero: lowest compared OMol25 entry of this formula, charge and spin) (kJ/mol): 491.0
E_HOMO (spin up / spin down) (eV): -7.14 / -8.13
Frontier orbital gap (spin up / spin down) (eV): 6.767 / 8.594
Electronic energy (eV): -10461.2778
2S+1: 1
Net charge: 0
Molecular weight (g mol⁻¹): 126.203

---

Entry 5:
Here is a molecular structure, C8H13N3O from the OMol25 dataset. Energies are from the ωB97M-V functional and the def2-TZVPD basis.

```
25
Properties=species:S:1:pos:R:3:nbo_charge:R:1
C -0.62 1.80 -0.02 0.06
C -0.26 0.51 0.07 0.06
C -2.36 0.72 -0.01 0.53
C 0.56 2.71 -0.11 -0.09
C 1.32 0.45 0.03 0.27
C 1.88 -0.25 1.23 -0.61
C 1.75 -0.11 -1.27 -0.64
C -1.52 -1.66 0.03 -0.40
N -1.94 1.92 0.04 -0.50
N -1.38 -0.32 0.04 -0.38
N -3.73 0.52 0.00 -0.83
O 1.66 1.86 0.17 -0.54
H 0.80 3.00 -1.13 0.19
H 0.75 3.42 0.75 0.21
H 1.50 -1.21 1.25 0.19
H 1.61 0.25 2.11 0.22
H 2.88 -0.21 1.19 0.21
H 1.00 -0.60 -1.77 0.21
H 2.55 -0.76 -1.24 0.21
H 2.09 0.64 -1.93 0.23
H -0.73 -2.09 0.55 0.21
H -2.33 -2.02 0.69 0.21
H -1.44 -2.20 -1.00 0.20
H -4.33 1.33 0.07 0.41
H -4.11 -0.29 0.43 0.37
```

Relative energy (zero: lowest compared OMol25 entry of this formula, charge and spin) (kJ/mol): 258.6
E_HOMO (eV): -7.41
Frontier orbital gap (eV): 8.065
Electronic energy (eV): -15022.3505
2S+1: 1
Net charge: 0
Molecular weight (g mol⁻¹): 167.212

---

Entry 6:
Here is a molecular structure, C46H90Br2Cl22F3NbO5P from the OMol25 dataset. Energies are from the ωB97M-V functional and the def2-TZVPD basis.

```
170
Properties=species:S:1:pos:R:3:mulliken_charge:R:1
C 5.57 -3.22 3.63 -0.23
C 6.66 -3.43 2.37 -0.25
O 6.01 -3.89 1.13 -0.41
P 5.60 -2.56 0.08 1.04
O 6.80 -1.50 -0.12 -0.71
C 4.01 -1.69 0.79 -0.61
C 3.92 -0.17 0.11 0.06
C 2.86 0.71 1.02 -0.68
Nb 0.87 1.08 -0.14 -0.91
C -0.25 -0.06 1.48 -1.09
C -1.83 0.36 1.37 0.72
C -2.86 -0.86 1.00 0.35
C -3.56 -1.48 2.38 -0.99
C -2.24 -2.02 0.01 -0.23
C -3.42 -2.67 -0.97 0.90
C -3.40 -4.32 -0.99 -0.59
C -3.56 -5.14 -2.25 0.65
C -3.85 -4.46 -3.74 -0.56
C -3.40 -6.80 -2.17 -1.00
C 2.13 2.38 -1.60 -0.19
C 1.52 2.40 -3.13 -0.28
C 2.13 1.21 -4.10 0.02
F 2.54 -0.01 -3.35 -0.11
Br 0.62 0.72 -5.37 -0.11
C 3.41 1.67 -5.01 0.59
F 4.44 2.39 -4.22 -0.23
F 3.03 2.46 -6.22 -0.21
Br 4.32 -0.01 -5.72 -0.14
C 0.60 3.02 1.11 -0.45
O -0.81 3.42 1.24 0.04
C -1.31 4.10 0.03 0.42
C -2.76 3.68 -0.69 -0.53
O -0.68 5.14 -0.58 -0.63
O 5.25 -3.26 -1.50 -0.44
C 6.43 -3.18 -2.38 -0.24
C 7.72 -4.07 -1.87 -0.50
H 5.60 -2.05 3.84 0.23
H 4.49 -3.56 3.32 -0.04
H 6.02 -3.84 4.53 0.05
H 7.28 -2.45 2.27 0.26
H 7.41 -4.30 2.71 0.22
H 3.03 -2.32 0.57 0.20
H 4.14 -1.50 1.95 0.21
H 3.51 -0.27 -1.00 0.02
H 4.94 0.40 0.12 0.32
H 3.33 1.78 1.20 0.22
H 2.59 0.15 2.01 0.20
H -0.63 1.44 -1.09 0.18
H 1.12 -0.38 -1.18 0.09
H 0.13 0.39 2.52 0.27
H -0.04 -1.21 1.53 0.33
H -2.03 1.22 0.56 -0.70
H -2.16 0.83 2.42 0.16
H -3.76 -0.37 0.40 0.09
H -4.56 -2.01 2.02 0.15
H -3.92 -0.52 2.99 0.28
H -2.85 -2.18 2.99 0.26
H -1.88 -2.91 0.70 0.18
H -1.28 -1.68 -0.60 -0.09
H -3.27 -2.20 -2.03 -0.07
H -4.50 -2.38 -0.54 -0.29
H -3.23 -4.96 0.00 -0.02
H -4.35 -3.40 -3.66 -0.30
H -4.61 -5.15 -4.33 0.31
H -2.85 -4.42 -4.38 0.25
H -4.34 -7.31 -2.70 0.27
H -2.40 -7.11 -2.74 0.25
H -3.34 -7.05 -1.01 0.28
H 2.20 3.51 -1.25 0.07
H 3.23 1.97 -1.63 0.24
H 0.34 2.43 -3.11 0.48
H 1.85 3.43 -3.62 -0.25
H 1.24 3.91 0.69 0.44
H 1.03 2.80 2.20 0.01
H -2.82 2.55 -0.98 0.03
H -3.68 3.93 0.01 0.30
H -2.90 4.33 -1.68 0.28
H 6.10 -3.67 -3.42 0.27
H 6.73 -2.06 -2.67 0.23
H 7.52 -4.66 -0.86 0.19
H 8.03 -4.89 -2.66 0.31
H 8.64 -3.35 -1.64 0.00
Cl -6.19 -2.61 -3.66 -0.16
C -6.63 -0.89 -3.75 -0.19
C -5.56 -0.05 -4.42 -0.42
Cl -4.08 0.07 -3.43 -0.07
H -6.84 -0.54 -2.73 -0.04
H -7.56 -0.83 -4.32 0.42
H -5.93 0.97 -4.57 0.10
H -5.28 -0.46 -5.40 0.39
Cl -9.33 -3.21 -2.07 -0.17
C -9.33 -3.43 -0.30 -0.45
C -8.13 -2.78 0.36 -0.31
Cl -6.61 -3.61 -0.03 -0.09
H -9.38 -4.50 -0.09 0.32
H -10.26 -2.98 0.07 0.30
H -8.24 -2.81 1.45 0.41
H -8.03 -1.73 0.07 0.00
Cl 0.72 5.09 -3.74 -0.05
C 1.16 5.41 -5.43 -0.45
C 0.92 6.86 -5.82 -0.51
Cl -0.82 7.26 -5.89 -0.19
H 0.60 4.72 -6.07 0.30
H 2.23 5.17 -5.54 0.28
H 1.33 7.05 -6.82 0.35
H 1.40 7.55 -5.12 0.32
Cl -7.06 2.06 -2.32 -0.20
C -6.01 3.50 -2.40 -0.04
C -6.44 4.48 -3.48 -0.46
Cl -6.17 3.83 -5.11 -0.23
H -4.98 3.16 -2.55 0.03
H -6.06 3.98 -1.42 0.31
H -5.85 5.40 -3.40 0.28
H -7.50 4.74 -3.38 0.29
Cl 0.22 3.47 4.50 -0.19
C -0.40 5.04 3.91 -0.20
C -0.09 6.17 4.87 -0.57
Cl -1.01 6.04 6.39 -0.20
H -1.48 4.94 3.74 0.28
H 0.08 5.23 2.95 0.20
H -0.36 7.13 4.42 0.36
H 0.98 6.21 5.12 0.35
Cl 11.22 -4.47 2.46 -0.21
C 11.66 -4.15 0.76 -0.06
C 11.42 -2.70 0.37 -0.71
Cl 9.68 -2.30 0.31 0.00
H 11.10 -4.83 0.13 0.02
H 12.73 -4.38 0.66 0.30
H 11.83 -2.50 -0.62 0.29
H 11.90 -2.00 1.07 0.37
Cl 2.68 -4.46 4.89 -0.12
C 2.67 -4.68 6.66 -0.45
C 3.87 -4.02 7.33 -0.49
Cl 5.40 -4.86 6.93 -0.20
H 2.63 -5.75 6.87 0.31
H 1.75 -4.22 7.03 0.29
H 3.76 -4.06 8.41 0.34
H 3.97 -2.97 7.03 0.32
Cl -4.51 2.64 6.69 -0.17
C -3.72 3.51 8.03 -0.22
C -2.66 2.67 8.72 -0.38
Cl -3.37 1.31 9.63 -0.20
H -4.50 3.83 8.73 0.33
H -3.26 4.41 7.60 0.06
H -2.11 3.28 9.44 0.30
H -1.94 2.26 8.00 0.28
Cl 14.86 -6.74 1.45 -0.18
C 14.40 -8.08 0.37 -0.41
C 13.98 -7.59 -1.01 -0.52
Cl 12.43 -6.70 -0.96 -0.13
H 13.61 -8.65 0.85 0.31
H 15.28 -8.73 0.27 0.31
H 13.84 -8.44 -1.68 0.32
H 14.73 -6.93 -1.45 0.31
Cl -9.14 -0.13 1.75 -0.15
C -9.58 1.60 1.67 -0.46
C -8.51 2.44 1.00 -0.16
Cl -7.03 2.56 1.98 -0.14
H -9.79 1.95 2.69 0.35
H -10.51 1.66 1.10 0.30
H -8.87 3.46 0.84 0.32
H -8.23 2.03 0.02 -0.04
Cl -7.87 6.85 -2.04 -0.15
C -7.43 8.54 -2.36 -0.50
C -7.47 8.88 -3.84 -0.45
Cl -6.17 8.07 -4.74 -0.15
H -6.45 8.72 -1.93 0.31
H -8.16 9.16 -1.82 0.34
H -7.33 9.95 -3.98 0.32
H -8.43 8.60 -4.29 0.31
```

E_HOMO (eV): -4.88
Frontier orbital gap (eV): 6.395
Electronic energy (eV): -493954.0266
2S+1: 1
Net charge: -1
Molecular weight (g mol⁻¹): 1843.869